# C3H3FN2O2

An isolated molecule of C3H3FN2O2 in a non-equilibrium geometry (ωB97M-V/def2-TZVPD, the Open Molecules 2025 dataset).

Structure (XYZ):
```
11
C3H3FN2O2 ωB97M-V/def2-TZVPD
C 1.24040 1.25441 1.08810
C 0.44324 0.35787 0.24046
C -1.31205 -0.67191 -0.48362
H 2.73222 0.23956 0.68825
H 1.25899 0.71425 2.14763
H 0.82593 2.23852 1.18120
N 0.80835 -0.71930 -0.40735
N -0.36091 -1.45779 -0.82970
O 2.56563 1.22009 0.47606
O -0.91058 0.43737 0.16461
F -2.60213 -0.76163 -0.61697
```

Properties
Energy above the lowest of the compared OMol25 structures with the same formula, charge and spin (kcal/mol): 63.1
LUMO (eV): 0.5
Max |F| (eV Å⁻¹): 4.17
SMILES: OCc1nnc(F)o1
Total charge: 0